--- one ---
Formula: C6H6O3
Source: the Open Molecules 2025 dataset
Level of theory: the ωB97M-V functional and the def2-TZVPD basis

```
15
Properties=species:S:1:pos:R:3
C 0.857 -1.001 -0.179
C -1.172 -0.349 0.052
C -0.577 0.738 -0.246
C -0.170 2.087 0.129
C 1.197 1.876 0.000
C 0.893 0.407 -0.088
H 2.548 -0.898 -0.560
H -3.212 0.168 -0.583
H -0.219 2.322 1.193
H -0.524 2.885 -0.519
H 1.675 1.922 0.905
H 1.767 2.440 -0.824
O 1.922 -1.826 0.275
O -0.436 -1.509 -0.196
O -2.511 -0.589 0.218
```

* LUMO: -0.3 eV
* frontier orbital gap: 7.56 eV

Atomic partial charges in e from the natural (NBO) method, atoms 1 to 2: number 1, C, carries 0.489; number 2, C, carries 0.560

***

--- two ---
Formula: C6H6O3
Source: the Open Molecules 2025 dataset
Level of theory: the ωB97M-V functional and the def2-TZVPD basis

```
15
Properties=species:S:1:pos:R:3
O 1.359 2.819 -0.511
C 0.319 2.448 0.001
C -0.455 1.284 -0.464
C 0.239 0.276 -1.009
C 1.417 -0.303 -1.627
O 0.144 -0.958 -1.444
H -0.195 3.111 0.888
H -1.435 1.030 -0.329
H 1.741 -0.023 -2.528
H 2.247 -0.716 -0.920
C -1.619 -1.848 1.561
C -0.328 -1.763 1.566
O 0.794 -1.507 1.799
H -2.098 -2.832 1.658
H -2.130 -1.019 1.359
```

* LUMO: 0.6 eV
* frontier orbital gap: 10.14 eV
* SMILES: O=C/C=C1\CO1.C=C=O

Atomic partial charges in e from the natural (NBO) method, atoms 1 to 2: number 1, O, carries -0.541; number 2, C, carries 0.417

***

In order of decreasing stability: two, one.

***

--- one ---
Formula: C3H7P
Source: the Open Molecules 2025 dataset
Level of theory: the ωB97M-V functional and the def2-TZVPD basis

```
11
Properties=species:S:1:pos:R:3
C 0.018 -0.334 0.968
C 0.107 0.931 1.199
C 0.198 2.036 0.160
P -0.173 -2.779 -1.871
H 0.441 -3.821 -1.187
H -0.021 -1.061 0.178
H 0.143 1.291 2.220
H -0.349 2.909 0.501
H -0.190 1.696 -0.796
H 1.247 2.304 0.030
H -1.420 -3.172 -1.401
```

* LUMO (spin up / spin down): -1.4 / 0.1 eV
* frontier orbital gap (spin up / spin down): 7.07 / 9.25 eV

Atomic partial charges in e from the natural (NBO) method, atoms 1 to 2: number 1, C, carries -0.078; number 2, C, carries -0.320

***

--- two ---
Formula: C3H7P
Source: the Open Molecules 2025 dataset
Level of theory: the ωB97M-V functional and the def2-TZVPD basis

```
11
Properties=species:S:1:pos:R:3
C 0.802 1.079 -0.054
C 0.102 -0.083 0.442
C -1.025 -0.660 -0.185
P 1.792 -0.489 -0.065
H 0.549 1.567 -1.096
H 0.867 1.929 0.627
H -0.295 0.044 2.500
H -1.008 -0.496 -1.208
H -1.933 -0.190 0.157
H -0.940 -1.798 0.115
H 1.090 -0.903 -1.233
```

* LUMO (spin up / spin down): -0.3 / -0.3 eV
* frontier orbital gap (spin up / spin down): 8.95 / 8.40 eV

Atomic partial charges in e from the natural (NBO) method, atoms 1 to 2: number 1, C, carries -0.738; number 2, C, carries -0.151

***

In order of decreasing stability: one, two.

***

--- one ---
Formula: CH5NO
Source: the Open Molecules 2025 dataset
Level of theory: the ωB97M-V functional and the def2-TZVPD basis

```
8
Properties=species:S:1:pos:R:3
C 0.775 1.142 0.102
N -0.828 -1.708 -0.019
O 0.337 -1.510 0.448
H 1.175 0.852 -0.779
H 1.434 0.825 0.836
H -0.312 1.253 0.351
H -0.965 -1.397 -0.934
H -1.672 -1.619 0.506
```

* LUMO (spin up / spin down): 0.3 / 0.5 eV
* frontier orbital gap (spin up / spin down): 8.90 / 9.69 eV

Atomic partial charges in e from the natural (NBO) method, atoms 1 to 2: number 1, C, carries -0.479; number 2, N, carries -0.325

***

--- two ---
Formula: CH5NO
Source: the Open Molecules 2025 dataset
Level of theory: the ωB97M-V functional and the def2-TZVPD basis

```
8
Properties=species:S:1:pos:R:3
C -1.259 -0.159 -0.304
N 1.913 0.074 0.119
O -0.340 0.259 0.674
H -0.739 -0.226 -1.353
H -2.117 0.478 -0.470
H -1.546 -1.087 0.094
H 1.939 -0.414 1.055
H 2.148 1.075 0.183
```

* LUMO (spin up / spin down): -2.3 / -2.3 eV
* frontier orbital gap (spin up / spin down): 7.51 / 7.46 eV

Atomic partial charges in e from the natural (NBO) method, atoms 1 to 2: number 1, C, carries -0.281; number 2, N, carries -0.520

***

In order of decreasing stability: one, two.

***

--- one ---
Formula: C2H9N5O
Source: the Open Molecules 2025 dataset
Level of theory: the ωB97M-V functional and the def2-TZVPD basis

```
17
Properties=species:S:1:pos:R:3
C 1.541 -1.208 -0.582
N 1.060 0.180 -0.261
N 1.893 0.647 0.857
C -0.260 0.073 -0.064
N -0.953 -1.075 0.170
N -2.385 -0.578 0.243
N -1.135 1.200 0.040
O -0.366 2.295 -0.372
H 1.830 -1.770 0.469
H 2.489 -1.154 -1.112
H 0.680 -1.813 -1.097
H 1.233 0.174 1.716
H 2.026 1.706 0.902
H -2.676 -0.650 1.247
H -3.034 -1.027 -0.600
H -2.066 0.818 -0.301
H 0.122 2.181 -1.256
```

* LUMO: 0.9 eV
* frontier orbital gap: 9.46 eV
* SMILES: CN(N)/C(=N/N)NO

Atomic partial charges in e from the natural (NBO) method, atoms 1 to 2: number 1, C, carries -0.432; number 2, N, carries -0.336

***

--- two ---
Formula: C2H9N5O
Source: the Open Molecules 2025 dataset
Level of theory: the ωB97M-V functional and the def2-TZVPD basis

```
17
Properties=species:S:1:pos:R:3
C 0.714 -0.883 0.592
C 1.629 -0.358 1.727
N -0.770 2.124 0.381
N -1.307 -0.886 -2.397
N 0.236 1.338 0.005
N -1.464 -0.668 -1.081
N -0.022 0.017 -0.087
O 0.512 -2.095 0.503
H 2.644 -0.870 1.603
H 1.824 0.699 1.755
H 1.290 -0.820 2.737
H -1.602 2.105 -0.221
H -1.088 1.827 1.258
H -1.342 -0.074 -2.957
H -0.748 -1.689 -2.733
H 0.964 1.918 -0.507
H -1.469 -1.686 -0.579
```

* LUMO: 0.7 eV
* frontier orbital gap: 8.67 eV

Atomic partial charges in e from the natural (NBO) method, atoms 1 to 2: number 1, C, carries 0.639; number 2, C, carries -0.721

***

In order of decreasing stability: two, one.

***

--- one ---
Formula: C7H10N2O
Source: the Open Molecules 2025 dataset
Level of theory: the ωB97M-V functional and the def2-TZVPD basis

```
20
Properties=species:S:1:pos:R:3
C 1.612 -0.393 1.272
C 0.954 -0.748 0.144
C 1.393 -2.041 -0.639
N -0.264 -0.140 -0.270
N -1.390 -0.914 0.022
C -2.477 -0.161 0.263
O -3.559 -0.658 0.399
C -1.997 1.153 0.067
C -0.615 1.211 -0.152
C 0.273 2.295 -0.521
H 1.268 0.493 1.796
H 2.495 -0.901 1.609
H 0.678 -2.791 -0.814
H 2.279 -2.508 -0.028
H 1.849 -1.737 -1.593
H -1.211 -1.863 0.142
H -2.646 2.064 0.297
H -0.112 3.186 -0.063
H 0.262 2.451 -1.638
H 1.210 2.001 -0.292
```

* LUMO: 0.7 eV
* frontier orbital gap: 8.85 eV
* SMILES: C=C(C)n1[nH]c(=O)cc1C

Atomic partial charges in e from the natural (NBO) method, atoms 1 to 2: number 1, C, carries -0.409; number 2, C, carries 0.170

***

--- two ---
Formula: C7H10N2O
Source: the Open Molecules 2025 dataset
Level of theory: the ωB97M-V functional and the def2-TZVPD basis

```
20
Properties=species:S:1:pos:R:3
C 0.996 -2.605 -1.105
C 0.425 -1.978 -0.243
C -0.259 -1.205 0.808
N -1.630 -1.653 0.967
C -0.077 0.306 0.574
C -0.650 0.829 -0.652
N -1.337 1.223 -1.509
C -0.095 1.206 1.796
C 1.193 0.954 1.089
H 1.541 -3.212 -1.807
H 0.265 -1.418 1.754
H -2.075 -1.158 1.735
H -2.178 -1.483 0.127
H -0.550 2.190 1.689
H -0.279 0.706 2.748
H 1.917 0.274 1.540
H 1.624 1.764 0.502
O 0.629 2.043 -3.454
H -0.365 2.068 -3.329
H 0.905 1.148 -3.228
```

* LUMO: 0.7 eV
* frontier orbital gap: 10.78 eV
* SMILES: C#C[C@H](N)C1(C#N)CC1.O

Atomic partial charges in e from the natural (NBO) method, atoms 1 to 2: number 1, C, carries -0.200; number 2, C, carries -0.035

***

In order of decreasing stability: one, two.

***

--- one ---
Formula: C3H8NOS
Source: the Open Molecules 2025 dataset
Level of theory: the ωB97M-V functional and the def2-TZVPD basis

```
14
Properties=species:S:1:pos:R:3
N 0.374 0.124 -1.505
C 0.395 0.060 0.019
C 0.998 -1.218 0.500
O 1.375 -2.081 -0.352
C -1.069 0.281 0.368
S -1.208 0.367 2.296
H 1.136 -0.407 -1.882
H -0.329 -0.150 -2.167
H 0.597 1.145 -1.639
H 1.044 0.717 0.538
H 0.965 -1.452 1.621
H -1.295 1.271 -0.128
H -1.880 -0.395 0.052
H -1.103 1.740 2.278
```

* charge: +1
* LUMO: -4.1 eV
* frontier orbital gap: 9.49 eV
* SMILES: [NH3+][C@H](C=O)CS

Atomic partial charges in e from the natural (NBO) method, atoms 1 to 2: number 1, N, carries -0.694; number 2, C, carries -0.175

***

--- two ---
Formula: C3H8NOS
Source: the Open Molecules 2025 dataset
Level of theory: the ωB97M-V functional and the def2-TZVPD basis

```
14
Properties=species:S:1:pos:R:3
C 1.064 0.022 1.279
C 1.706 0.667 0.080
C -0.857 0.413 -0.338
N -1.528 -0.676 -1.208
O -1.884 0.979 0.367
S 0.471 1.513 -1.033
H 1.666 -0.846 1.624
H 0.536 0.614 1.905
H 2.527 1.264 0.270
H 2.113 -0.060 -0.666
H -1.676 -1.601 -0.803
H -1.107 -0.726 -2.156
H -2.527 -0.323 -1.324
H -1.884 1.878 0.246
```

* charge: +1
* LUMO (spin up / spin down): -4.9 / -4.2 eV
* frontier orbital gap (spin up / spin down): 7.99 / 9.16 eV

Atomic partial charges in e from the natural (NBO) method, atoms 1 to 2: number 1, C, carries -0.220; number 2, C, carries -0.550

***

In order of decreasing stability: one, two.

***

--- one ---
Formula: CH2O2S3
Source: the Open Molecules 2025 dataset
Level of theory: the ωB97M-V functional and the def2-TZVPD basis

```
8
Properties=species:S:1:pos:R:3
C -1.272 -0.280 0.079
O 0.975 2.236 0.649
O -0.133 -2.489 -0.182
S -2.628 0.303 0.585
S 2.129 1.347 -0.193
S 0.195 -0.849 -0.195
H 0.222 2.576 0.110
H 0.512 -2.844 -0.853
```

* LUMO (spin up / spin down): -1.2 / -1.8 eV
* frontier orbital gap (spin up / spin down): 8.12 / 5.87 eV

Atomic partial charges in e from the natural (NBO) method, atoms 1 to 2: number 1, C, carries -0.563; number 2, O, carries -0.810

***

--- two ---
Formula: CH2O2S3
Source: the Open Molecules 2025 dataset
Level of theory: the ωB97M-V functional and the def2-TZVPD basis

```
8
Properties=species:S:1:pos:R:3
O -0.413 -0.980 -0.696
C -0.166 -0.014 -0.089
O -0.392 1.244 -0.462
S -0.966 1.490 -2.026
S 0.763 0.284 1.593
S 0.159 -1.426 2.439
H 0.189 1.816 -2.536
H 0.827 -2.414 1.777
```

* LUMO: 0.1 eV
* frontier orbital gap: 9.58 eV
* SMILES: O=C(OS)SS

Atomic partial charges in e from the natural (NBO) method, atoms 1 to 2: number 1, O, carries -0.533; number 2, C, carries 0.713

***

In order of decreasing stability: two, one.

***

--- one ---
Formula: C21H20N2O3
Source: the Open Molecules 2025 dataset
Level of theory: the ωB97M-V functional and the def2-TZVPD basis

```
46
Properties=species:S:1:pos:R:3
C 4.050 -5.286 2.700
O 3.460 -4.193 3.360
C 2.185 -3.843 3.026
C 1.399 -4.496 2.085
C 0.114 -4.046 1.827
C -0.412 -2.956 2.501
C -1.794 -2.442 2.187
C -1.605 -1.279 1.231
O -1.512 -1.396 0.030
O -1.518 -0.156 1.923
N -1.096 1.090 1.411
C -1.502 1.579 0.307
N -2.395 1.090 -0.587
C -0.930 2.946 0.005
C -0.044 2.835 -1.211
C 1.227 2.349 -1.033
C 2.099 2.160 -2.112
C 1.688 2.454 -3.380
C 0.390 2.951 -3.615
C -0.045 3.247 -4.924
C -1.303 3.722 -5.160
C -2.181 3.928 -4.086
C -1.790 3.652 -2.805
C -0.499 3.149 -2.520
C 0.383 -2.300 3.437
C 1.662 -2.738 3.700
H 5.054 -5.372 3.114
H 3.502 -6.215 2.888
H 4.118 -5.115 1.621
H 1.771 -5.350 1.542
H -0.483 -4.557 1.086
H -2.291 -2.090 3.090
H -2.389 -3.209 1.692
H -2.438 1.559 -1.480
H -2.499 0.083 -0.633
H -1.745 3.652 -0.139
H -0.343 3.260 0.866
H 1.557 2.099 -0.035
H 3.091 1.776 -1.930
H 2.346 2.307 -4.224
H 0.644 3.089 -5.741
H -1.629 3.944 -6.165
H -3.173 4.312 -4.277
H -2.488 3.837 -2.002
H -0.007 -1.437 3.954
H 2.284 -2.238 4.425
```

* LUMO: 0.4 eV
* frontier orbital gap: 8.74 eV
* SMILES: COc1ccc(CC(=O)O/N=C(\N)Cc2cccc3ccccc23)cc1

Atomic partial charges in e from the natural (NBO) method, atoms 1 to 2: number 1, C, carries -0.252; number 2, O, carries -0.493

***

--- two ---
Formula: C21H20N2O3
Source: the Open Molecules 2025 dataset
Level of theory: the ωB97M-V functional and the def2-TZVPD basis

```
46
Properties=species:S:1:pos:R:3
C -1.317 -1.114 2.007
C -0.757 -2.168 1.051
C -1.373 -3.542 1.363
C 0.765 -2.241 1.208
C -1.074 -1.889 -0.416
O -0.326 -2.191 -1.308
C -2.433 -1.256 -0.720
O -2.569 -0.882 -2.075
C -1.791 0.087 -2.598
O -1.876 0.358 -3.762
C -0.855 0.789 -1.658
C 0.486 0.513 -1.707
C 1.350 1.118 -0.764
C 2.781 0.784 -0.731
C 3.702 1.713 -0.251
C 5.042 1.365 -0.225
N 5.498 0.191 -0.627
C 4.623 -0.695 -1.071
C 3.260 -0.457 -1.147
N 0.923 1.974 0.134
C -0.377 2.312 0.163
C -0.809 3.255 1.121
C -2.125 3.618 1.186
C -3.065 3.063 0.303
C -2.682 2.143 -0.634
C -1.334 1.741 -0.722
H -0.984 -0.116 1.728
H -2.403 -1.131 2.041
H -0.950 -1.317 3.011
H -2.457 -3.512 1.286
H -0.993 -4.294 0.676
H -1.108 -3.836 2.376
H 1.024 -2.581 2.208
H 1.210 -1.261 1.049
H 1.187 -2.933 0.484
H -3.208 -2.010 -0.555
H -2.622 -0.405 -0.059
H 0.869 -0.179 -2.439
H 3.360 2.678 0.086
H 5.791 2.058 0.135
H 5.038 -1.645 -1.382
H 2.592 -1.228 -1.497
H -0.068 3.676 1.782
H -2.452 4.342 1.917
H -4.098 3.374 0.365
H -3.400 1.730 -1.329
```

* LUMO: -0.6 eV
* frontier orbital gap: 8.57 eV
* SMILES: CC(C)(C)C(=O)COC(=O)c1cc(-c2ccncc2)nc2ccccc12

Atomic partial charges in e from the natural (NBO) method, atoms 1 to 2: number 1, C, carries -0.608; number 2, C, carries -0.176

***

In order of decreasing stability: two, one.